Below is an isolated molecule of C4H6N2O in a non-equilibrium geometry, with properties calculated with the ωB97M-V functional and the def2-TZVPD basis.

As for the HOMO-LUMO gap: 8.6691 eV. The calculation puts the total energy at -9269.659 eV. The HOMO energy is -8.7 eV.

Positions of all 13 atoms, in Å:
C 1.132 -0.607 0.909
C -0.747 0.534 -2.018
C 0.367 0.678 1.012
C -0.911 0.184 0.311
N -1.134 0.668 -0.831
N 0.362 -1.464 0.286
O 2.293 -0.767 1.281
H -1.132 1.245 -2.888
H -0.187 -0.383 -2.153
H 0.375 0.978 2.135
H 0.882 1.537 0.575
H -1.641 -0.149 0.990
H 0.341 -2.455 0.389

Below is an isolated molecule of C4H6N2O, with properties calculated with the ωB97M-V functional and the def2-TZVPD basis.

As for the HOMO-LUMO gap: 9.0786 eV. The calculation puts the total energy at -9272.346 eV. The SMILES is COc1cnc[nH]1. The HOMO energy is -8.2 eV.

Positions of all 13 atoms, in Å:
C 0.555 -1.755 1.208
O 0.987 -0.456 0.838
C 0.154 0.218 0.021
C -1.057 -0.031 -0.568
N -1.399 1.025 -1.392
C -0.430 1.888 -1.283
N 0.551 1.451 -0.432
H -0.308 -1.704 1.883
H 1.397 -2.218 1.726
H 0.294 -2.357 0.329
H -1.718 -0.877 -0.444
H -0.360 2.837 -1.799
H 1.335 1.980 -0.087

Below is an isolated molecule of C4H6N2O in a non-equilibrium geometry, with properties calculated with the ωB97M-V functional and the def2-TZVPD basis.

As for the HOMO-LUMO gap: 8.5908 eV. The calculation puts the total energy at -9271.957 eV. The SMILES is Cc1ncc(O)[nH]1. The HOMO energy is -7.8 eV.

Positions of all 13 atoms, in Å:
C -1.725 0.884 0.896
C -0.662 0.056 0.276
N -0.837 -0.740 -0.749
C 0.414 -1.201 -1.069
C 1.350 -0.577 -0.305
O 2.473 0.001 -0.822
N 0.650 0.137 0.653
H -2.551 0.921 0.183
H -1.379 1.907 1.088
H -2.074 0.444 1.831
H 0.633 -1.815 -1.930
H 2.736 -0.504 -1.598
H 0.972 0.488 1.546

Below is an isolated molecule of C4H6N2O in a non-equilibrium geometry, with properties calculated with the ωB97M-V functional and the def2-TZVPD basis.

As for the HOMO-LUMO gap: 11.4568 eV. The calculation puts the total energy at -9272.192 eV. The SMILES is [H]/N=C/OCCC#N. The HOMO energy is -10.7 eV.

Positions of all 13 atoms, in Å:
H -2.391 1.649 -0.482
N -1.600 1.012 -0.450
C -1.845 0.033 0.313
O -0.976 -0.972 0.520
C 0.241 -0.902 -0.219
C 1.226 0.048 0.474
C 2.341 0.395 -0.409
N 3.205 0.674 -1.126
H -2.752 -0.144 0.897
H 0.035 -0.562 -1.236
H 0.630 -1.922 -0.238
H 0.705 0.971 0.740
H 1.619 -0.403 1.390

Below is an isolated molecule of C4H6N2O in a non-equilibrium geometry, with properties calculated with the ωB97M-V functional and the def2-TZVPD basis.

As for the HOMO-LUMO gap: 10.5622 eV. The calculation puts the total energy at -9270.975 eV. The SMILES is [H]/N=C1/O[C@H](C)/C1=N\[H]. The HOMO energy is -10.4 eV.

Positions of all 13 atoms, in Å:
H -1.439 2.873 -1.001
N -0.809 2.313 -1.572
C -0.365 1.348 -0.910
O 0.511 0.393 -1.356
C 0.649 -0.296 -0.086
C 0.357 -1.802 -0.219
C -0.411 0.757 0.444
N -0.983 0.934 1.550
H -0.455 0.154 1.923
H 1.687 -0.180 0.284
H 1.002 -2.269 -0.982
H 0.550 -2.351 0.713
H -0.677 -1.979 -0.521

Below is an isolated molecule of C4H6N2O in a non-equilibrium geometry, with properties calculated with the ωB97M-V functional and the def2-TZVPD basis.

As for the HOMO-LUMO gap: 8.6178 eV. The calculation puts the total energy at -9272.194 eV. The SMILES is [H]/N=C1\C=C(O)NC1. The HOMO energy is -8.1 eV.

Positions of all 13 atoms, in Å:
H -1.414 -1.647 -2.002
N -0.614 -1.028 -2.047
C -0.353 -0.457 -0.936
C -0.782 -0.579 0.440
C 0.069 0.190 1.179
O 0.105 0.408 2.503
N 1.063 0.792 0.447
C 0.762 0.560 -0.964
H -1.536 -1.255 0.821
H -0.639 -0.060 2.908
H 1.415 1.683 0.765
H 1.472 0.036 -1.653
H 0.447 1.481 -1.465

Below is a structure of composition C4H6N2O, with properties calculated with the ωB97M-V functional and the def2-TZVPD basis.

As for the HOMO-LUMO gap: 9.1470 eV. The calculation puts the total energy at -9270.695 eV. The HOMO energy is -8.3 eV.

Positions of all 13 atoms, in Å:
N -1.840 0.564 -0.123
C -0.453 0.261 0.024
C -0.033 -1.068 0.131
O -0.840 -2.143 0.057
N 1.294 -1.194 0.264
C 1.780 0.178 0.133
C 0.696 1.052 0.013
H -1.998 1.259 -0.843
H -2.229 0.931 0.740
H -1.723 -1.778 -0.126
H 1.856 -0.757 -0.760
H 2.798 0.384 0.442
H 0.753 2.131 -0.068

Below is a cluster of 2 separate species, C4H6N2O in total in a non-equilibrium geometry, with properties calculated with the ωB97M-V functional and the def2-TZVPD basis.

As for the HOMO-LUMO gap: 9.8589 eV. The calculation puts the total energy at -9266.983 eV. The HOMO energy is -9.9 eV.

Positions of all 13 atoms, in Å:
C -2.306 -0.193 0.350
C -0.104 -1.122 -0.027
C 0.684 1.139 -0.041
C 1.667 -0.010 -0.301
H -2.190 -0.480 1.774
H 0.418 -1.954 -0.460
H 1.069 2.266 0.423
H 0.098 1.424 -0.792
H 1.730 -0.717 -1.207
H 2.536 -0.008 0.177
N -1.376 -1.017 -0.285
N 0.690 -0.090 0.695
O -2.917 0.762 -0.306

Below is an isolated molecule of C4H6N2O in a non-equilibrium geometry, with properties calculated with the ωB97M-V functional and the def2-TZVPD basis.

As for the HOMO-LUMO gap: 8.6013 eV. The calculation puts the total energy at -9270.620 eV. The SMILES is [H]/N=C1\C=C(O)NC1. The HOMO energy is -8.0 eV.

Positions of all 13 atoms, in Å:
H -2.627 1.402 -0.640
N -2.219 0.571 -0.255
C -0.941 0.369 -0.287
C 0.344 1.018 -0.267
C 1.205 0.076 0.256
O 2.501 0.209 0.587
N 0.625 -1.130 0.526
C -0.752 -1.082 -0.016
H 0.552 2.076 -0.348
H 2.788 1.110 0.376
H 1.200 -1.952 0.651
H -1.886 -0.999 0.358
H -0.790 -1.669 -0.940

- What is the formula in the fourth record?
  C4H6N2O